(1)
Formula: C16H65BrO27S
Source: the OMol25 dataset
Level of theory: the ωB97M-V functional and the def2-TZVPD basis

```
110
C16H65BrO27S | the OMol25 dataset | the ωB97M-V functional and the def2-TZVPD basis
Br 0.192 -0.352 4.333
S -4.775 0.545 2.060
O -2.874 -1.238 3.568
O -0.414 7.943 -4.041
O 0.782 -4.365 3.186
O -0.453 -0.164 -6.137
O -2.392 6.240 -4.503
O 2.041 -6.003 -0.704
O 3.662 -5.612 5.991
O 2.400 3.833 0.605
O 7.160 3.312 1.896
O -5.146 0.699 -0.735
O -9.776 2.114 -3.029
O -0.117 -3.178 0.073
O 2.892 -3.151 -1.407
O -0.759 1.350 -0.776
O -1.000 -6.136 0.639
O 0.143 3.915 -1.851
O 8.003 0.458 2.601
O -3.131 -0.150 -6.276
O 6.703 -0.388 8.523
O 5.708 1.902 4.130
O 2.146 1.000 0.866
O 3.486 -3.636 2.134
O 6.182 -2.851 -0.917
O 5.533 -0.816 5.909
O 2.656 -0.430 6.577
O -7.641 3.182 -4.305
O 2.504 -3.050 5.117
C -2.985 3.355 -3.344
C -3.538 -0.417 -3.004
C -1.229 -1.908 -2.184
C -2.139 -1.111 2.629
C -3.705 -0.211 0.857
C -4.033 -0.046 -0.483
C -2.151 -1.295 -1.149
C -3.705 2.412 -4.328
C -4.869 0.186 -3.494
C -3.291 -0.567 -1.514
C 0.093 -1.620 1.822
C -4.888 1.736 -3.557
C -1.804 -1.461 0.169
C -2.587 -0.917 1.204
C -0.579 -2.183 0.597
C -0.635 -1.104 2.781
H -1.676 -1.925 -3.174
H -2.667 0.102 -3.417
H 0.688 -5.120 3.778
H -8.267 3.554 -4.934
H 5.806 -2.653 -0.052
H 6.732 -1.156 9.104
H 1.887 -2.660 4.485
H 2.063 -3.308 -0.943
H -0.855 0.836 0.033
H 0.722 -4.747 2.305
H -1.880 6.626 -3.781
H -2.725 2.817 -2.424
H 2.091 -0.513 5.801
H 5.561 -2.460 -1.542
H -0.799 -5.245 0.948
H 3.523 -3.740 -0.971
H -9.853 1.375 -2.416
H 8.038 -0.318 3.170
H 6.351 3.104 2.376
H 5.907 0.082 8.795
H 2.102 -2.870 5.977
H -3.704 -0.244 -7.045
H 2.021 -5.693 -1.617
H 3.304 -4.724 5.860
H -5.803 2.034 -4.080
H -5.029 1.589 -0.369
H -3.657 4.164 -3.045
H 6.306 -0.252 6.021
H -3.469 -1.425 -3.424
H -9.838 1.709 -3.900
H 0.454 7.551 -4.186
H 1.301 0.826 1.298
H 3.083 -3.462 2.995
H -3.014 1.710 -4.790
H -2.458 6.956 -5.141
H 7.207 0.926 2.883
H 7.822 2.739 2.296
H 0.407 -0.573 -6.283
H -4.935 2.206 -2.575
H 3.517 -0.717 6.244
H 4.288 -5.521 6.716
H 0.909 4.498 -1.867
H -8.037 3.364 -3.446
H 3.252 4.280 0.555
H 5.735 1.129 4.705
H 1.177 -1.647 1.862
H 2.871 -3.246 1.504
H 2.621 2.900 0.745
H 5.869 -1.699 6.096
H 4.913 2.370 4.409
H -0.250 0.728 -5.835
H -5.069 -0.160 -4.510
H -4.109 3.061 -5.110
H -0.040 1.972 -0.592
H -0.134 -6.540 0.501
H -2.105 3.828 -3.780
H -0.341 -1.271 -2.245
H 2.771 0.427 1.324
H -3.901 0.954 2.998
H -0.223 8.830 -3.717
H 1.535 -5.341 -0.222
H -2.273 -0.477 -6.592
H -5.698 -0.155 -2.873
H -0.987 -2.936 -1.939
H 0.365 3.217 -2.477
```

Its total charge is 0. The calculation puts the orbital gap at 0.2655 hartree.

=====

(2)
Formula: C5H4N2
Source: the OMol25 dataset
Level of theory: the ωB97M-V functional and the def2-TZVPD basis

```
11
C5H4N2 | the OMol25 dataset | the ωB97M-V functional and the def2-TZVPD basis
N -0.568 0.761 0.599
N -1.840 0.415 0.465
C -1.756 -0.612 -0.366
C -0.459 -1.080 -0.683
C 0.308 -0.072 -0.022
C 2.836 0.653 0.053
C 1.680 0.313 0.002
H -1.091 -2.016 -0.307
H 3.867 0.916 0.095
H -2.610 -0.891 -0.947
H -0.366 1.613 1.109
```

Its total charge is 0. As for the SMILES: C#Cc1ccn[nH]1. The relative energy (zero: lowest compared OMol25 entry of this formula, charge and spin) comes out at 112.0 kcal per mole. The calculation puts the orbital gap at 0.3466 hartree.

=====

(3)
Formula: C2H4NPS
Source: the OMol25 dataset
Level of theory: the ωB97M-V functional and the def2-TZVPD basis

```
9
C2H4NPS | the OMol25 dataset | the ωB97M-V functional and the def2-TZVPD basis
S -0.938 -0.909 0.098
P 1.692 0.385 0.175
N 0.610 1.267 0.796
C 0.694 -0.864 -0.756
C -0.823 0.780 0.724
H 1.145 -1.998 -0.791
H -1.293 0.740 1.631
H -1.427 1.189 -0.105
H 0.341 -0.588 -1.771
```

Its total charge is 0. As for the SMILES: C1N=PCS1. The relative energy (zero: lowest compared OMol25 entry of this formula, charge and spin) comes out at 32.8 kcal per mole. The calculation puts the orbital gap at 0.3078 hartree.

=====

(4)
Formula: C17H12ClNO4
Source: the OMol25 dataset
Level of theory: the ωB97M-V functional and the def2-TZVPD basis

```
35
C17H12ClNO4 | the OMol25 dataset | the ωB97M-V functional and the def2-TZVPD basis
Cl 0.153 -4.801 2.083
O -1.658 -0.706 0.579
O 3.913 1.956 2.476
O -0.534 2.751 2.700
O 1.753 2.664 2.709
N 0.627 -1.972 -0.653
C 2.737 1.689 2.425
C -1.115 -0.231 -0.452
C -2.902 3.447 -1.911
C -1.950 2.787 -2.696
C 0.476 2.096 2.573
C -3.244 2.917 -0.657
C 1.793 -2.367 -1.282
C 0.149 -2.745 0.394
C 0.812 -3.896 0.782
C 0.685 0.680 2.246
C 1.985 -4.307 0.143
C -1.687 1.067 -0.987
C 2.004 0.458 2.112
C -1.351 1.606 -2.238
C 2.462 -3.504 -0.902
C -2.635 1.747 -0.203
C 0.004 -0.816 -1.089
H -3.984 3.408 -0.024
H 0.457 -0.372 -1.974
H 2.505 -0.461 1.853
H -0.740 -2.400 0.900
H -1.668 3.185 -3.674
H -3.375 4.366 -2.267
H 2.485 -5.211 0.462
H 2.119 -1.701 -2.079
H -0.137 -0.011 2.156
H -0.621 1.078 -2.847
H 3.373 -3.759 -1.439
H -2.895 1.358 0.781
```

Its total charge is 0. The relative energy (zero: lowest compared OMol25 entry of this formula, charge and spin) comes out at 30.1 kcal per mole. The calculation puts the orbital gap at 0.2534 hartree.

=====

(5)
Formula: C17H45I2N3OSSi2TeZr
Source: the OMol25 dataset
Level of theory: the ωB97M-V functional and the def2-TZVPD basis

```
73
C17H45I2N3OSSi2TeZr | the OMol25 dataset | the ωB97M-V functional and the def2-TZVPD basis
I -4.640 -0.477 0.545
I -2.131 -1.681 -1.524
Te 0.772 -0.634 -1.282
Zr -1.442 0.020 0.796
S -2.639 -2.052 3.169
Si 3.774 -1.771 -0.072
Si 0.554 1.012 -4.329
O -1.602 -1.492 2.092
N 0.313 1.007 1.845
N -2.307 1.426 2.448
N -1.447 2.013 -0.178
C -3.120 -3.654 2.536
C 1.493 2.312 -5.278
C 0.311 -0.689 -5.073
C -1.607 -2.600 4.527
C 1.659 0.681 -2.747
C -2.600 2.805 0.359
C -1.370 1.486 3.624
C -2.639 2.785 1.885
C 4.202 0.055 -0.274
C -4.309 -1.866 -1.064
C 0.494 2.430 1.402
C -1.068 1.722 -3.627
C 2.285 -2.147 -1.291
C 5.157 -2.936 -0.494
C -0.110 2.671 0.017
C 0.012 0.890 3.301
C 2.913 -2.003 1.608
H -3.628 3.111 2.211
H -1.268 2.519 3.950
H 0.558 2.261 -0.738
H 5.996 -2.790 0.190
H -3.181 1.041 2.795
H -1.795 0.953 4.474
H 5.530 -2.752 -1.504
H 1.019 2.492 -6.245
H -1.588 2.000 -1.194
H -1.829 1.747 -4.412
H -0.941 2.755 -3.288
H -2.228 -3.246 5.153
H 1.553 2.689 1.361
H -2.550 3.846 0.033
H -2.290 -4.357 2.585
H 1.791 -3.073 -0.993
H 0.017 -1.429 -4.324
H -3.484 -3.552 1.515
H 1.976 1.608 -2.268
H -4.888 -1.537 -1.923
H -0.178 3.746 -0.161
H 0.061 3.091 2.147
H 3.321 0.702 -0.221
H 1.237 -1.034 -5.538
H 2.871 -3.063 1.869
H 1.527 3.264 -4.746
H -1.946 3.521 2.283
H -0.754 -3.159 4.143
H 2.555 0.135 -3.048
H -4.608 -2.864 -0.757
H 1.197 0.523 1.692
H -1.285 -1.748 5.123
H 4.904 0.377 0.498
H -3.517 2.385 -0.056
H 0.053 -0.167 3.557
H 4.864 -3.985 -0.431
H 2.572 -2.236 -2.341
H -1.476 1.102 -2.820
H 0.766 1.400 3.902
H -3.943 -4.004 3.166
H 2.521 2.002 -5.475
H -0.450 -0.687 -5.856
H 4.693 0.238 -1.233
H 3.457 -1.505 2.414
H 1.878 -1.632 1.591
```

Its total charge is +4. The relative energy (zero: lowest compared OMol25 entry of this formula, charge and spin) comes out at 20.7 kcal per mole. The calculation puts the orbital gap at 0.2281 hartree.

=====

(6)
Formula: C24H47N7O8
Source: the OMol25 dataset
Level of theory: the ωB97M-V functional and the def2-TZVPD basis

```
86
C24H47N7O8 | the OMol25 dataset | the ωB97M-V functional and the def2-TZVPD basis
O 4.909 -3.456 2.644
O -3.126 -3.615 -3.464
O -1.247 0.345 3.896
O 2.055 -2.412 -2.992
O -5.214 3.047 -4.464
O 1.406 3.945 5.540
O 1.699 0.534 0.289
O -3.068 1.546 3.651
N 2.510 3.574 3.635
N -2.354 0.506 3.396
N 4.420 -2.319 -3.255
N -3.040 2.528 -3.926
N 5.442 -1.283 2.933
N -0.512 0.655 -0.117
N -4.601 -2.251 -2.360
C -0.509 1.907 0.606
C 3.836 3.638 4.283
C -1.881 1.830 -4.348
C -4.274 2.292 -4.533
C 4.094 -0.792 2.395
C 0.770 0.219 -0.393
C 5.661 -2.605 -4.024
C 1.422 3.712 4.313
C -5.248 -0.894 -2.152
C 3.174 -2.814 -3.550
C -2.914 3.738 -3.096
C -1.755 0.165 -0.696
C -4.559 -0.777 3.237
C -5.369 -1.849 2.495
C 5.643 -2.575 3.135
C 4.594 -1.563 -2.003
C -2.419 -1.661 2.254
C -3.056 -0.613 3.000
C 2.568 3.492 2.172
C -3.595 -2.474 -3.231
C -5.222 -3.299 -1.670
C -4.594 -2.923 1.699
C -3.149 -2.879 1.633
C 6.241 -0.207 3.446
H 4.749 -0.508 -1.954
H 6.158 0.759 2.944
H -3.893 4.092 -2.869
H 6.067 -1.609 -4.262
H 0.798 -0.609 -1.151
H -5.637 -3.852 -2.574
H -6.134 -0.830 -2.669
H 2.544 2.265 2.013
H -0.886 2.713 0.012
H -5.197 -3.662 0.970
H -1.942 0.737 -1.644
H -1.445 2.224 -5.322
H -3.346 -1.355 -3.762
H -5.583 -0.645 -1.217
H 3.729 -1.819 -1.506
H -2.587 3.549 -2.018
H 3.565 -0.007 3.162
H -6.350 -1.821 2.408
H 0.360 3.543 3.970
H 4.408 4.497 3.859
H -2.635 -3.528 1.120
H 6.521 -2.848 3.602
H 0.387 2.222 1.185
H -2.342 4.475 -3.564
H -1.982 0.691 -4.279
H 6.209 -3.070 -3.480
H 7.232 -0.290 3.518
H 4.470 2.746 3.958
H -6.035 -2.937 -1.030
H -1.735 -0.802 -0.910
H -4.397 -0.170 -2.211
H -1.388 1.875 1.489
H 5.270 -2.150 -1.471
H 3.436 4.134 1.687
H 3.111 -3.356 -4.608
H -2.528 0.487 -0.034
H 3.313 -1.574 2.207
H -4.724 -3.991 -1.056
H -1.294 -1.369 1.900
H -1.069 1.844 -3.549
H -4.937 -0.029 3.881
H -4.004 1.481 -5.344
H 4.212 -0.232 1.383
H 5.829 -0.111 4.425
H 4.011 3.605 5.286
H 1.535 3.935 1.992
H 5.418 -3.109 -4.869
```

Its total charge is 0. As for the SMILES: O=[N+]([O-])c1ccccc1.CN(C)C=O.CN(C)C=O.CN(C)C=O.CN(C)C=O.CN(C)C=O.CN(C)C=O. The relative energy (zero: lowest compared OMol25 entry of this formula, charge and spin) comes out at 267.8 kcal per mole. The calculation puts the orbital gap at 0.2839 hartree.